(1)
Below is an isolated molecule of C4H4BrNO, with properties calculated with wB97M-V/def2-TZVPD.

Element x y z (Å)
C: 1.668 -1.252 -0.546
C: 0.344 -0.614 -0.584
C: 2.804 0.563 -1.135
C: -0.396 0.617 -0.293
N: 0.430 -1.747 -1.161
O: 2.651 -0.748 -1.349
Br: 4.130 1.250 -2.381
H: 2.099 -1.792 0.401
H: 0.344 1.377 0.142
H: -0.727 1.169 -1.110
H: -1.269 0.292 0.234

Summary:
HOMO, hartree: -0.353
Charge: 0
LUMO energy, eV: -0.19
Spin multiplicity: 1
HOMO-LUMO gap, hartree: 0.3455


(2)
Below is a structure of composition C19H27FN4O4S, with properties calculated with wB97M-V/def2-TZVPD.

Element x y z (Å)
C: 2.684 -0.807 1.909
N: 1.228 -0.644 2.052
C: 0.721 -0.348 3.279
O: 1.161 -0.869 4.304
C: -0.449 0.508 3.364
C: -0.906 1.477 2.456
C: -2.034 2.079 2.991
S: -3.084 3.342 2.279
N: -2.535 4.700 3.141
O: -2.673 3.537 0.891
O: -4.466 3.107 2.691
N: -2.269 1.571 4.246
C: -3.304 1.947 5.190
C: -1.277 0.648 4.478
C: 0.409 -0.861 0.839
C: 0.807 0.101 -0.316
C: -0.306 0.443 -1.339
C: -1.205 -0.723 -1.806
N: -0.528 -2.027 -1.891
C: 0.441 -2.331 -2.807
O: 1.262 -3.231 -2.600
C: 0.484 -1.568 -4.046
F: -0.712 -1.410 -4.662
C: 1.621 -1.062 -4.567
C: 1.944 -0.324 -5.850
C: 3.309 -1.016 -5.720
C: 3.094 -1.115 -4.203
C: -0.612 -2.778 -0.629
C: 0.430 -2.359 0.431
H: 3.080 -0.130 1.152
H: 3.223 -0.606 2.838
H: 2.927 -1.827 1.610
H: -0.472 1.719 1.496
H: -1.907 5.209 2.522
H: -3.355 5.257 3.376
H: -3.092 1.521 6.170
H: -3.348 3.033 5.273
H: -4.261 1.560 4.839
H: -1.230 0.129 5.425
H: -0.632 -0.658 1.093
H: 1.224 1.029 0.080
H: 1.638 -0.353 -0.860
H: -0.947 1.236 -0.950
H: 0.172 0.883 -2.216
H: -2.150 -0.810 -1.266
H: -1.559 -0.451 -2.800
H: 1.370 -0.582 -6.742
H: 1.991 0.765 -5.779
H: 3.366 -1.986 -6.223
H: 4.168 -0.421 -6.033
H: 3.481 -0.261 -3.642
H: 3.469 -2.027 -3.735
H: -1.641 -2.776 -0.266
H: -0.434 -3.833 -0.855
H: 1.421 -2.635 0.068
H: 0.264 -2.974 1.317

Summary:
HOMO, hartree: -0.329
Charge: 0
LUMO energy, eV: 0.49
Spin multiplicity: 1
HOMO-LUMO gap, hartree: 0.3467


(3)
Below is a cluster of 2 separate species, C23H30N3 in total, with properties calculated with wB97M-V/def2-TZVPD.

Element x y z (Å)
C: 1.592 -0.004 2.975
N: 0.230 -0.001 2.536
C: -0.528 -1.203 2.905
C: -2.008 -0.790 2.850
C: -2.018 0.760 2.850
C: -0.541 1.193 2.908
H: 2.109 0.893 2.608
H: 1.685 -0.042 4.081
H: 2.094 -0.886 2.560
H: -0.287 -2.034 2.225
H: -0.265 -1.531 3.933
H: -2.454 -1.168 1.925
H: -2.554 -1.198 3.706
H: -2.469 1.127 1.922
H: -2.578 1.158 3.702
H: -0.288 1.528 3.937
H: -0.322 2.034 2.232
C: 5.914 5.083 2.492
N: 5.787 4.547 1.153
C: 6.411 5.362 0.132
C: 5.044 3.391 0.874
C: 3.671 3.476 0.558
C: 2.949 2.333 0.273
C: 3.527 1.046 0.362
C: 2.709 -0.102 0.038
C: 1.943 -0.130 -1.122
C: 1.204 -1.293 -1.606
C: 1.074 -2.593 -1.139
C: 0.278 -3.488 -1.880
C: -0.345 -3.092 -3.077
C: -0.178 -1.791 -3.575
C: 0.610 -0.932 -2.829
N: 0.981 0.387 -3.119
C: 0.556 1.095 -4.308
C: 1.769 0.876 -2.125
C: 4.908 0.968 0.697
C: 5.647 2.112 0.934
H: 5.398 4.429 3.203
H: 6.975 5.153 2.773
H: 5.479 6.093 2.553
H: 6.257 4.910 -0.855
H: 5.992 6.380 0.129
H: 7.492 5.444 0.323
H: 3.205 4.459 0.528
H: 1.914 2.428 -0.056
H: 2.854 -1.042 0.574
H: 1.594 -2.888 -0.228
H: 0.137 -4.509 -1.523
H: -0.963 -3.798 -3.630
H: -0.644 -1.443 -4.493
H: -0.094 0.437 -4.886
H: -0.002 2.001 -4.043
H: 1.407 1.385 -4.937
H: 2.225 1.864 -2.175
H: 5.396 -0.008 0.693
H: 6.713 2.062 1.151

Summary:
HOMO, hartree: -0.391
Charge: +1
LUMO energy, eV: -4.94
Spin multiplicity: 1
HOMO-LUMO gap, hartree: 0.2088


(4)
Below is a cluster of 2 separate species, C10H18N3O in total, with properties calculated with wB97M-V/def2-TZVPD.

Element x y z (Å)
C: 3.837 -2.306 -2.192
C: 0.201 -0.142 -1.445
C: 1.417 0.471 -1.248
C: 0.157 -1.491 -1.767
C: 2.595 -0.248 -1.465
C: 1.321 -2.197 -2.042
C: 2.550 -1.563 -1.902
O: -1.017 0.571 -1.461
H: 1.515 1.504 -0.934
H: -1.054 1.041 -2.311
H: -0.814 -1.975 -1.798
H: 3.539 0.238 -1.267
H: 1.216 -3.254 -2.239
H: 3.793 -3.335 -1.854
H: 4.641 -1.924 -1.561
H: 4.131 -2.182 -3.236
C: -0.669 -0.001 1.868
C: 0.419 -0.539 2.767
C: -2.443 1.700 1.938
N: -1.503 1.004 2.547
N: -2.859 1.329 0.717
N: -3.075 2.693 2.573
H: -0.283 0.469 0.970
H: -1.326 -0.809 1.556
H: 0.133 -0.542 3.811
H: 1.335 0.037 2.668
H: -1.215 1.295 3.467
H: -2.198 0.804 0.151
H: -3.374 1.977 0.140
H: -2.927 2.911 3.543
H: -3.907 3.098 2.176
H: 0.746 -1.517 2.433

Summary:
HOMO, hartree: -0.430
Charge: +1
LUMO energy, eV: -2.67
Spin multiplicity: 1
HOMO-LUMO gap, hartree: 0.3321


(5)
Below is a cluster of 2 separate species, C2H8NO2 in total, with properties calculated with wB97M-V/def2-TZVPD.

Element x y z (Å)
C: -2.565 -0.214 -0.546
O: -1.357 0.232 -0.064
H: -2.950 -1.180 -0.132
H: -2.520 -0.259 -1.645
H: -3.348 0.518 -0.288
N: 2.591 0.646 0.029
C: 1.397 0.097 0.741
O: 0.805 -0.973 0.104
H: 2.344 0.653 -0.958
H: 3.439 0.092 0.018
H: 0.767 0.934 1.093
H: 1.800 -0.237 1.693
H: -0.403 -0.311 -0.044

Summary:
HOMO, hartree: -0.125
Charge: -1
LUMO energy, eV: 4.39
Spin multiplicity: 1
HOMO-LUMO gap, hartree: 0.2864


(6)
Below is a cluster of 3 separate species, C2H8Br2O2 in total, with properties calculated with wB97M-V/def2-TZVPD.

Element x y z (Å)
Br: 2.274 -1.871 -0.552
C: 0.565 -2.057 0.337
C: -0.498 -1.412 -0.516
Br: -2.207 -1.458 0.429
H: 0.613 -1.532 1.285
H: 0.399 -3.120 0.463
H: -0.677 -1.908 -1.461
H: -0.249 -0.363 -0.637
O: -0.197 2.606 -0.920
H: -0.427 3.539 -0.983
H: -0.567 2.199 -1.709
O: 0.684 1.661 1.510
H: -0.078 1.704 2.095
H: 0.365 2.014 0.658

Summary:
HOMO, hartree: -0.376
Charge: 0
LUMO energy, eV: 0.29
Spin multiplicity: 1
HOMO-LUMO gap, hartree: 0.3870


For reference, electronic energy by record: -2858.655721 -1758.180120 -1058.402695 -631.160664 -286.214527 -5379.511451 a.u..
For reference, ΔE to the lowest compared entry with this formula, charge and spin by record: 4.448 1.039 1.962 0.317 0.891 0.000 eV.